# 1
Entry from the Open Molecules 2025 dataset: the molecule C23H38FN3O (ωB97M-V/def2-TZVPD).

XYZ file:
```
66
Properties=species:S:1:pos:R:3:mulliken_charge:R:1
C 4.508 1.067 -2.078 -1.43
C 5.334 0.663 -0.914 0.80
C 6.707 0.971 -0.852 -0.88
C 7.279 0.553 0.317 0.49
F 8.609 0.793 0.495 -0.32
C 6.592 -0.084 1.300 -0.88
C 5.150 -0.216 1.417 0.19
C 4.407 0.010 0.361 -0.17
N 3.086 -0.034 -0.020 0.51
C 2.609 -1.125 -0.834 -1.71
C 1.256 -0.962 -1.178 -0.71
C 0.349 -0.993 -0.040 -0.76
N -1.055 -0.621 -0.257 0.70
C -1.513 0.539 -0.991 -1.42
C -2.964 0.338 -1.360 -1.67
N -3.848 -0.287 -0.496 0.53
C -4.486 0.851 0.391 -1.68
C -5.673 1.612 -0.268 -0.81
C -6.244 2.853 0.455 -0.17
C -6.952 2.330 1.875 -1.15
C -7.229 3.631 -0.496 -1.61
C -3.417 -1.439 0.116 0.69
C -3.381 -2.484 -0.564 -1.53
C -3.520 -3.907 0.059 -0.84
O -4.954 -3.797 0.848 -0.60
C -2.035 -1.161 0.756 -1.28
C 0.903 0.359 0.920 -1.08
C 2.358 0.060 1.272 -0.72
H 3.268 1.262 -1.831 0.10
H 4.508 0.157 -2.866 0.18
H 4.966 1.869 -2.569 0.58
H 7.141 1.298 -1.726 0.51
H 7.176 -0.189 2.271 0.25
H 4.836 -0.540 2.517 0.24
H 3.231 -1.217 -1.556 1.13
H 2.756 -2.011 -0.169 0.31
H 0.814 -1.537 -1.781 1.08
H 1.062 0.103 -1.848 -0.01
H 0.396 -1.819 0.553 0.50
H -1.519 1.445 -0.203 0.26
H -0.935 0.929 -1.591 1.45
H -2.731 -0.460 -2.260 0.31
H -3.108 1.172 -1.860 0.47
H -4.683 0.542 1.170 1.53
H -3.684 1.720 0.599 0.04
H -6.457 0.803 -0.643 0.16
H -5.439 2.020 -1.209 0.43
H -5.461 3.414 0.514 0.70
H -7.662 1.710 1.256 0.30
H -7.267 3.146 2.200 0.61
H -6.146 1.656 2.372 0.18
H -7.763 4.282 0.185 0.38
H -6.777 3.797 -1.310 0.61
H -8.070 2.909 -0.779 0.28
H -3.946 -1.610 0.929 0.99
H -2.444 -2.494 -1.339 0.20
H -4.295 -2.232 -1.465 0.15
H -2.872 -4.134 0.675 0.69
H -3.662 -4.595 -0.899 0.22
H -5.625 -3.675 0.034 0.34
H -2.033 -0.125 1.583 0.10
H -1.632 -2.018 1.037 0.61
H 0.947 1.194 0.553 0.74
H 0.330 0.486 2.093 0.15
H 2.921 0.886 1.842 0.47
H 2.444 -1.007 1.999 0.26
```

* lowest unoccupied orbital energy: 0.62 eV
* net charge: 0
* DFT total energy: -33682.859 eV
* energy relative to the best compared isomer or geometry (same formula, charge and spin): 467.15 kcal/mol
* HOMO level: -0.2754 Eh
* SMILES: Cc1cc(F)ccc1N1CCC(N2CCN(CCC(C)C)[C@@H](CCO)C2)CC1

# 2
Entry from the Open Molecules 2025 dataset: a structure of composition C23H38IN2O6PZn (ωB97M-V/def2-TZVPD).

XYZ file:
```
72
Properties=species:S:1:pos:R:3:mulliken_charge:R:1
Zn 0.780 -1.859 -0.607 0.35
O -2.227 -7.027 0.874 -0.58
C -1.685 -5.794 0.623 1.17
C -2.122 -5.018 -0.441 -0.47
C -1.496 -3.809 -0.670 -0.19
N -0.512 -3.382 0.119 0.56
C -0.105 -4.112 1.159 0.23
C -0.678 -5.333 1.457 -0.83
C 1.060 -3.524 1.973 0.14
O 1.290 -4.065 3.071 -0.84
O 1.630 -2.542 1.419 -0.48
C -1.873 -2.899 -1.850 -0.02
O -2.943 -3.175 -2.432 -0.85
O -1.049 -1.969 -2.067 -0.56
H -2.834 -7.222 0.156 0.28
H -2.924 -5.327 -1.105 0.41
H -0.318 -5.900 2.307 0.55
C 3.948 1.938 -2.631 0.11
C 3.162 1.515 -3.888 -0.59
C 2.769 0.044 -3.593 -0.33
O 3.271 -0.251 -2.299 -0.10
C 4.373 0.591 -2.059 -0.64
H 3.287 2.422 -1.918 -0.34
H 4.790 2.603 -2.843 0.41
H 3.793 1.572 -4.776 0.30
H 2.282 2.142 -4.046 0.29
H 3.209 -0.638 -4.326 0.31
H 1.693 -0.125 -3.571 0.11
H 5.267 0.220 -2.587 0.29
H 4.567 0.599 -0.988 0.35
I 2.243 -3.449 -2.074 -0.62
C 2.039 2.322 1.061 -1.95
C 0.686 2.070 1.751 2.31
C 1.004 1.170 2.960 -1.98
C 0.102 3.395 2.244 -1.98
P -0.368 0.996 0.550 0.15
N 0.517 0.001 -0.183 -0.16
C -1.206 2.196 -0.698 2.49
C -0.069 3.056 -1.279 -1.94
C -1.732 1.335 -1.867 -1.54
C -2.309 3.124 -0.187 -2.08
C -1.792 0.289 1.622 2.75
C -2.807 -0.281 0.608 -2.03
C -2.512 1.224 2.595 -2.08
C -1.226 -0.920 2.407 -1.97
H 2.793 2.589 1.815 0.57
H 1.996 3.134 0.333 0.28
H 2.354 1.407 0.551 0.37
H 1.845 1.602 3.519 0.65
H 1.299 0.166 2.634 0.27
H 0.162 1.086 3.648 0.25
H 0.765 3.811 3.014 0.52
H -0.888 3.274 2.689 0.22
H 0.026 4.134 1.445 0.27
H 0.802 2.430 -1.478 0.23
H 0.221 3.869 -0.611 0.20
H -0.390 3.502 -2.228 0.69
H -1.103 0.449 -2.016 -0.04
H -1.723 1.923 -2.795 0.54
H -2.753 0.988 -1.709 0.26
H -1.978 3.745 0.651 0.24
H -3.197 2.574 0.123 0.31
H -2.609 3.799 -1.000 0.53
H -3.458 0.494 0.195 0.20
H -3.447 -1.022 1.101 0.68
H -2.302 -0.782 -0.223 0.21
H -2.903 2.124 2.118 0.26
H -1.864 1.530 3.420 0.29
H -3.361 0.680 3.029 0.54
H -0.377 -1.363 1.887 0.24
H -1.992 -1.696 2.509 0.57
H -0.894 -0.651 3.410 0.25
```

* lowest unoccupied orbital energy: 4.46 eV
* net charge: -2
* DFT total energy: -105545.425 eV
* energy relative to the best compared isomer or geometry (same formula, charge and spin): 10.32 kcal/mol
* HOMO level: -0.0754 Eh

# 3
Entry from the Open Molecules 2025 dataset: a cluster of 3 separate species, C23H38N2O8S in total (ωB97M-V/def2-TZVPD).

XYZ file:
```
72
Properties=species:S:1:pos:R:3:mulliken_charge:R:1
C 8.210 -4.857 1.086 -1.00
S 8.552 -3.460 0.063 1.41
O 9.867 -2.983 0.423 -0.71
O 8.324 -3.772 -1.314 -0.60
C 7.400 -2.227 0.691 -0.02
C 8.009 -1.177 1.365 -0.63
C 7.254 -0.141 1.901 -0.71
C 5.880 -0.161 1.763 -0.73
C 5.262 -1.220 1.115 0.74
C 6.005 -2.275 0.568 0.50
C 5.208 -3.388 -0.060 0.22
O 5.601 -4.092 -0.958 -0.47
C 3.827 -3.581 0.487 -0.61
C 3.136 -2.565 0.997 -0.51
C 3.769 -1.224 1.020 0.12
O 3.128 -0.197 0.975 -0.45
H 8.289 -4.518 2.119 0.35
H 7.191 -5.199 0.911 0.35
H 8.952 -5.620 0.864 0.38
H 9.086 -1.191 1.454 0.58
H 7.746 0.665 2.428 0.41
H 5.276 0.634 2.179 0.48
H 3.427 -4.584 0.404 0.41
H 2.131 -2.696 1.379 0.47
C -1.187 6.033 0.220 -0.71
O -0.643 5.604 -1.011 -0.35
C 0.779 5.586 -1.056 -0.81
C 1.307 4.171 -1.136 -0.18
N 1.083 3.450 0.109 -0.20
C 1.358 2.015 0.043 -0.66
C 0.507 1.169 -0.895 -0.53
O -0.853 1.057 -0.513 -0.37
C -1.700 2.104 -0.943 -0.57
H -2.261 6.142 0.078 0.24
H -1.012 5.310 1.025 0.30
H -0.774 7.000 0.521 0.35
H 1.200 6.109 -0.192 0.41
H 1.082 6.125 -1.958 0.39
H 2.382 4.206 -1.335 0.37
H 0.823 3.689 -1.997 0.18
H 0.122 3.585 0.395 0.11
H 1.233 1.616 1.050 0.31
H 2.408 1.876 -0.220 0.34
H 0.908 0.154 -0.860 0.34
H 0.580 1.499 -1.939 0.30
H -1.382 2.529 -1.898 0.31
H -1.763 2.903 -0.198 0.22
H -2.701 1.687 -1.065 0.21
C -4.192 -0.243 1.313 -0.69
O -4.938 -1.443 1.277 -0.37
C -6.239 -1.350 1.841 -0.80
C -7.304 -1.478 0.774 -0.20
N -7.317 -0.313 -0.099 -0.31
C -8.149 -0.450 -1.290 -0.70
C -7.769 -1.515 -2.313 -0.46
O -6.556 -1.262 -2.992 -0.42
C -5.380 -1.691 -2.332 -0.40
H -3.178 -0.475 0.990 0.21
H -4.605 0.513 0.637 0.27
H -4.149 0.169 2.326 0.39
H -6.358 -0.414 2.396 0.40
H -6.349 -2.178 2.548 0.40
H -8.282 -1.570 1.256 0.38
H -7.109 -2.413 0.229 0.18
H -6.369 -0.109 -0.388 0.04
H -8.139 0.514 -1.804 0.37
H -9.181 -0.628 -0.970 0.39
H -8.545 -1.515 -3.083 0.34
H -7.759 -2.523 -1.879 0.34
H -5.558 -2.584 -1.727 0.26
H -4.958 -0.907 -1.696 0.05
H -4.642 -1.929 -3.098 0.29
```

* lowest unoccupied orbital energy: -1.48 eV
* net charge: 0
* DFT total energy: -54658.378 eV
* energy relative to the best compared isomer or geometry (same formula, charge and spin): 0.00 kcal/mol
* HOMO level: -0.3141 Eh
* SMILES: CS(=O)(=O)c1cccc2c1C(=O)C=CC2=O.COCCNCCOC.COCCNCCOC